Record 1
Formula: C6H7NO
Source: the Open Molecules 2025 dataset
Level of theory: wB97M-V/def2-TZVPD

Structure (XYZ):
```
15
Properties=species:S:1:pos:R:3
C -0.571 -1.292 -0.293
C 0.067 -1.278 -1.619
C 0.705 -0.026 -1.700
C 0.402 0.678 -0.518
C 0.840 1.577 0.634
C -0.302 0.737 1.399
H -1.501 -1.852 1.259
H -0.094 -1.932 -2.499
H 1.086 0.327 -2.573
H 0.699 2.650 0.479
H 2.018 1.047 0.961
H -0.119 0.061 2.354
H -1.157 1.414 1.692
N -0.540 -0.018 0.193
O -1.533 -2.094 0.231
```

Properties
Spin multiplicity: 1
F_max, eV/Å: 4.3
LUMO, eV: 0.575
Electronic energy, Eh: -362.679416
Total charge: 0
Gap between HOMO and LUMO, eV: 7.8
Highest occupied orbital energy, Eh: -0.2669

natural (NBO) population analysis, charges in e, atoms 1 to 6:
1. C 0.40
2. C -0.33
3. C -0.29
4. C 0.11
5. C -0.41
6. C -0.21

---

Record 2
Formula: C22H24F5GaNOP2
Source: the Open Molecules 2025 dataset
Level of theory: wB97M-V/def2-TZVPD

Structure (XYZ):
```
56
Properties=species:S:1:pos:R:3
C -1.296 3.439 -2.041
C -1.140 2.122 -1.625
C 0.187 1.553 -1.579
C 1.315 2.324 -1.968
C 1.100 3.664 -2.347
C -0.184 4.224 -2.393
C 2.664 1.812 -1.640
C 2.638 0.352 -2.044
C 1.482 -0.397 -1.654
C 1.562 -1.838 -1.646
C 2.777 -2.472 -1.887
C 3.928 -1.714 -2.189
C 3.854 -0.320 -2.283
H -2.293 3.884 -1.984
H 1.973 4.240 -2.680
H -0.338 5.270 -2.667
H 3.482 2.379 -2.095
H 2.858 -3.564 -1.758
H 4.883 -2.221 -2.348
H 4.725 0.301 -2.557
N 0.381 0.253 -1.122
Ga -0.360 -0.273 1.059
C -2.322 1.286 -1.170
H -2.357 0.304 -1.675
H -3.262 1.835 -1.345
C 0.330 -2.635 -1.230
H -0.571 -2.286 -1.759
H 0.480 -3.718 -1.406
P -2.186 0.960 0.617
P 0.028 -2.428 0.560
C 1.438 -3.211 1.355
H 1.350 -3.128 2.444
H 1.481 -4.283 1.072
H 2.381 -2.722 1.060
C -1.434 -3.407 0.950
H -1.203 -4.468 0.778
H -1.718 -3.248 1.995
H -2.271 -3.096 0.312
C -2.167 2.579 1.426
H -3.089 3.134 1.216
H -2.060 2.456 2.509
H -1.313 3.169 1.072
C -3.753 0.166 1.039
H -3.840 0.036 2.125
H -4.589 0.784 0.675
H -3.804 -0.824 0.570
C 2.105 0.881 0.846
O 2.897 0.096 1.212
H 2.948 2.074 -0.667
F 0.208 0.826 3.660
C -0.360 -0.345 3.162
F 0.474 -1.372 3.550
C -1.678 -0.552 3.932
F -1.475 -0.868 5.232
F -2.443 0.575 3.920
F -2.423 -1.590 3.413
```

Properties
Spin multiplicity: 1
F_max, eV/Å: 5.4
LUMO (alpha / beta), eV: -4.131 / -4.131
Electronic energy, Eh: -4089.337446
Total charge: +1
Gap between HOMO and LUMO (alpha / beta), eV: 5.8 / 5.8
Highest occupied orbital energy (alpha / beta), Eh: -0.3654 / -0.3654

natural (NBO) population analysis, charges in e, atoms 1 to 6:
1. C -0.19
2. C -0.10
3. C 0.23
4. C -0.06
5. C -0.17
6. C -0.22

---

Record 3
Formula: C3H5NO2
Source: the Open Molecules 2025 dataset
Level of theory: wB97M-V/def2-TZVPD

Structure (XYZ):
```
11
Properties=species:S:1:pos:R:3
O -2.346 -0.019 -0.360
C -1.216 -0.013 0.774
N -0.458 1.201 0.548
C 0.639 0.870 0.016
C 0.852 -0.633 0.057
O -0.421 -1.114 0.504
H -2.197 0.658 -1.113
H -1.869 0.117 1.708
H 1.429 1.559 -0.371
H 1.250 -1.209 -0.887
H 1.688 -1.006 0.741
```

Properties
Spin multiplicity: 1
SMILES string: O[C@@H]1N=CCO1
F_max, eV/Å: 4.1
LUMO, eV: 0.828
Electronic energy, Eh: -322.479953
Total charge: 0
Gap between HOMO and LUMO, eV: 11.1
Highest occupied orbital energy, Eh: -0.3769

natural (NBO) population analysis, charges in e, atoms 1 to 6:
1. O -0.79
2. C 0.47
3. N -0.42
4. C 0.09
5. C -0.16
6. O -0.49

---

Record 4
Formula: C3H14N2O3
Source: the Open Molecules 2025 dataset
Level of theory: wB97M-V/def2-TZVPD

Structure (XYZ):
```
22
Properties=species:S:1:pos:R:3
C 0.484 0.687 -0.556
C 0.135 0.243 -1.954
O -0.819 -1.988 0.018
N -0.378 1.452 0.187
C -1.674 0.823 0.693
N -2.347 0.013 -0.169
H 1.477 1.127 -0.517
H 0.604 -0.262 0.150
H 0.350 1.068 -2.636
H 0.815 -0.578 -2.149
H -0.934 0.033 -1.987
H 0.117 1.688 1.056
H -2.270 1.595 1.185
H -1.208 0.136 1.458
H -1.591 -1.369 -0.137
H -3.110 0.512 -0.633
H -1.196 -2.859 -0.144
H 3.777 -0.754 0.672
O 3.014 -0.351 0.255
H 1.363 -0.891 2.374
H 2.261 -0.215 0.976
O 1.129 -0.110 1.860
```

Properties
Spin multiplicity: 1
F_max, eV/Å: 1.8
LUMO, eV: -3.510
Electronic energy, Eh: -457.678734
Total charge: 0
Gap between HOMO and LUMO, eV: 5.5
Highest occupied orbital energy, Eh: -0.3306

natural (NBO) population analysis, charges in e, atoms 1 to 6:
1. C -0.28
2. C -0.63
3. O -1.00
4. N -0.30
5. C -0.15
6. N -0.64

---

Record 5
Formula: CHCl3
Source: the Open Molecules 2025 dataset
Level of theory: wB97M-V/def2-TZVPD

Structure (XYZ):
```
5
Properties=species:S:1:pos:R:3
C -0.037 0.023 -0.132
Cl -0.098 -1.620 0.317
Cl 1.373 0.579 -0.694
Cl -0.495 0.754 1.394
H -0.743 0.265 -0.885
```

Properties
Spin multiplicity: 1
F_max, eV/Å: 4.6
LUMO, eV: 0.859
Electronic energy, Eh: -1419.249536
Total charge: 0
Gap between HOMO and LUMO, eV: 11.6
Highest occupied orbital energy, Eh: -0.3931

Just the natural (NBO) charges please, in e? Sure, here they are:
1. C -0.36
2. Cl 0.04
3. Cl 0.11
4. Cl -0.01
5. H 0.22

---

Record 6
Formula: C3H2FMgO2
Source: the Open Molecules 2025 dataset
Level of theory: wB97M-V/def2-TZVPD

Structure (XYZ):
```
9
Properties=species:S:1:pos:R:3
F 0.769 -0.056 -2.895
H 2.562 1.403 -1.771
O 0.211 0.419 -0.696
C 1.098 0.716 -1.588
C 2.306 0.178 -1.804
H 2.842 -0.346 -1.017
Mg -0.373 0.325 1.043
O -2.292 0.047 3.890
C -1.690 0.095 2.950
```

Properties
Spin multiplicity: 1
F_max, eV/Å: 7.5
LUMO (alpha / beta), eV: -6.324 / -6.527
Electronic energy, Eh: -565.441011
Total charge: +1
Gap between HOMO and LUMO (alpha / beta), eV: 4.9 / 5.4
Highest occupied orbital energy (alpha / beta), Eh: -0.4113 / -0.4380

natural (NBO) population analysis, charges in e, atoms 1 to 6:
1. F -0.38
2. H 0.24
3. O -1.06
4. C 0.54
5. C -0.34
6. H 0.18